Here is a 2-piece molecular cluster, C6H9BrN3O2 overall from the OMol25 dataset. Energies are from the ωB97M-V functional and the def2-TZVPD basis.

Properties
Net charge ... +1
Total energy ... -84965.71798 eV
Energy relative to the best compared isomer or geometry (same formula, charge and spin) ... 60.4 kcal per mole
LUMO level ... -4.9151 eV
HOMO-LUMO gap ... 8.7870 eV

Atoms and positions in Å:
C -0.5115 -0.3098 -2.3476
C -1.6012 -0.9069 -1.6039
C 0.4574 0.4123 -1.7167
C -1.5818 -0.6639 -0.2688
C 0.5165 0.5474 -0.2693
C 1.5906 1.7698 1.6609
N -0.5866 0.0652 0.3873
N -2.5920 -1.2117 0.7054
N 1.4649 1.3042 0.2654
O -3.6255 -1.7061 0.3397
O -2.2529 -1.0316 1.8519
Br 1.7524 -2.1886 0.3726
H -0.6297 -0.3305 -3.4228
H -2.2748 -1.5135 -2.0887
H 1.1030 1.0224 -2.2711
H 2.6011 1.7730 2.0779
H 1.2839 2.7616 1.6246
H 0.8745 1.2473 2.4088
H -0.6498 0.2180 1.4697
H 2.5257 -2.8786 1.2445
H 2.1358 1.6199 -0.4199